No. 1
102
Properties=species:S:1:pos:R:3 method="wB97M-V/def2-TZVPD" largest_force_ha_per_bohr=0.150 gap_ev="8.217 / 2.838" e_lumo_ev="-0.8 / -6.2" multiplicity=2 s_squared=0.753
O -0.211 -3.451 -0.031
C -0.348 -2.219 0.043
O -1.400 -1.510 -0.325
B -1.125 -0.087 -0.208
O 0.219 -0.017 0.376
C 0.750 -1.225 0.536
O 1.887 -1.498 0.928
O -2.149 0.676 0.534
C -2.637 1.621 -0.197
O -3.360 2.468 0.253
C -2.003 1.506 -1.626
O -1.156 0.534 -1.573
O -1.982 2.441 -2.464
O -2.417 -5.308 -0.489
H -2.014 -4.915 -1.263
H -1.678 -5.608 0.040
O -2.379 2.024 -5.610
H -3.188 1.676 -5.985
H -2.595 2.197 -4.693
O -5.349 0.364 1.594
H -4.783 1.122 1.451
H -6.144 0.562 1.099
C -5.440 -3.155 1.097
O -6.577 -2.960 1.675
N -4.916 -4.327 0.810
N -4.640 -2.246 0.736
H -5.319 -5.202 1.114
H -4.039 -4.315 0.310
H -4.865 -1.269 0.860
H -3.701 -2.476 0.443
C 4.690 -1.395 -0.785
O 4.606 -2.477 -0.246
N 5.694 -0.985 -1.441
N 3.785 -0.427 -0.754
H 5.725 -0.105 -1.936
H 6.473 -1.589 -1.661
H 2.942 -0.450 -0.197
H 3.965 0.332 -1.395
C 1.013 4.583 -5.036
O 1.670 4.341 -6.039
N 0.013 3.936 -4.528
N 1.354 5.488 -4.204
H -0.328 3.177 -5.101
H -0.366 4.238 -3.643
H 0.958 5.249 -3.307
H 2.339 5.699 -4.280
C -1.537 -4.129 3.866
O -2.472 -4.815 3.564
N -0.806 -3.431 3.032
N -1.026 -4.014 5.070
H -0.223 -2.649 3.294
H -1.100 -3.494 2.068
H -0.276 -3.353 5.216
H -1.529 -4.430 5.841
C 1.788 3.144 -0.606
C 0.739 3.873 0.211
C 0.777 3.515 1.669
O 1.103 5.252 0.089
H 1.752 3.301 -1.684
H 1.798 2.054 -0.582
H 2.746 3.469 -0.199
H -0.245 3.709 -0.229
H 0.169 4.345 2.031
H 1.779 3.597 2.090
H 0.355 2.530 1.866
H 2.045 5.068 0.130
C 2.918 -4.534 2.567
C 3.359 -3.487 3.641
C 4.638 -3.789 4.297
O 3.651 -2.284 2.886
H 3.682 -4.659 1.800
H 1.961 -4.289 2.105
H 2.652 -5.410 3.158
H 2.576 -3.207 4.345
H 4.674 -3.063 5.109
H 5.516 -3.614 3.674
H 4.723 -4.781 4.741
H 3.250 -2.272 2.014
C 2.831 -3.581 -4.327
C 2.251 -3.135 -3.030
C 1.487 -1.832 -3.232
O 1.393 -4.192 -2.486
H 3.386 -4.519 -4.303
H 3.609 -2.867 -4.600
H 2.078 -3.677 -5.108
H 3.133 -2.903 -2.433
H 2.033 -1.163 -3.897
H 1.366 -1.314 -2.281
H 0.522 -2.004 -3.708
H 1.320 -4.102 -1.533
C -1.935 6.992 1.516
C -2.697 5.681 1.555
C -4.103 5.774 2.062
O -2.873 5.142 0.213
H -2.489 7.827 1.088
H -1.045 6.863 0.901
H -1.600 7.279 2.513
H -2.283 4.952 2.251
H -4.229 5.848 3.142
H -4.755 4.931 1.832
H -4.663 6.600 1.624
H -3.142 4.223 0.284

=====

No. 2
72
Properties=species:S:1:pos:R:3 method="wB97M-V/def2-TZVPD" largest_force_ha_per_bohr=0.113 gap_ev=8.489 e_lumo_ev=-5.2 relative_energy_kcal_mol=27.7 total_charge=+2
In -0.070 0.426 -0.527
O -0.983 -2.292 -1.806
N -2.018 -1.369 -1.824
C -2.750 -1.455 -0.764
C -2.570 -2.374 0.413
C -3.650 -3.108 0.918
C -3.570 -4.043 1.949
C -2.332 -4.327 2.412
C -1.201 -3.639 1.935
C -1.304 -2.704 0.972
P 0.188 -1.741 0.706
C 1.356 -2.701 -0.239
C 1.144 -4.070 -0.360
C 2.223 -4.755 -0.955
C 3.331 -4.119 -1.501
C 3.456 -2.757 -1.336
C 2.478 -2.015 -0.700
C 0.880 -1.270 2.290
C 2.025 -1.825 2.832
C 2.390 -1.571 4.185
C 1.582 -0.693 4.951
C 0.445 -0.157 4.385
C 0.107 -0.413 3.087
H -0.479 -1.963 -2.564
H -3.524 -0.720 -0.685
H -4.658 -2.879 0.447
H -4.426 -4.520 2.470
H -2.160 -5.017 3.292
H -0.259 -3.819 2.406
H 0.254 -4.643 -0.053
H 2.056 -5.791 -1.212
H 4.119 -4.659 -2.102
H 4.257 -2.258 -1.822
H 2.619 -0.960 -0.557
H 2.486 -2.580 2.232
H 3.219 -2.038 4.691
H 1.821 -0.453 5.968
H -0.174 0.493 4.941
H -0.748 0.079 2.650
C -3.160 4.194 1.387
N -1.970 4.428 0.643
C -1.480 5.694 0.369
C -0.521 5.531 -0.575
N -0.382 4.180 -0.866
B 0.711 3.703 -1.897
N 0.126 2.908 -3.069
C -0.753 3.394 -3.927
C -1.045 2.432 -4.799
N -0.442 1.254 -4.405
C -0.570 -0.070 -5.025
C 0.313 1.569 -3.324
S 1.339 0.449 -2.530
C -1.273 3.507 -0.050
S -1.958 1.873 -0.202
H -3.030 3.747 2.404
H -3.892 3.498 0.977
H -3.664 5.091 1.482
H -1.816 6.587 0.882
H 0.178 6.220 -1.067
H 1.168 4.706 -2.298
H 1.389 2.961 -1.262
H -1.156 4.365 -3.859
H -1.720 2.547 -5.682
H -0.871 0.051 -6.046
H -1.355 -0.574 -4.460
H 0.346 -0.570 -4.946
C 3.728 1.995 2.050
C 2.637 1.649 1.220
N 1.627 1.285 0.844
H 4.217 0.927 2.349
H 3.362 2.569 2.949
H 4.359 2.601 1.605

=====

No. 3
20
Properties=species:S:1:pos:R:3 method="wB97M-V/def2-TZVPD" largest_force_ha_per_bohr=0.051 gap_ev=5.812 e_lumo_ev=-7.7 relative_energy_kcal_mol=125.8 total_charge=+1
C 2.204 0.356 -0.573
C 0.734 0.511 -0.995
C -0.360 0.133 0.007
C -0.131 -1.141 0.650
C -2.863 0.155 0.272
N -1.709 -0.035 -0.684
N 2.350 0.658 0.883
H 2.809 0.915 -1.279
H 2.423 -0.709 -0.704
H 0.481 1.496 -1.395
H 0.608 -0.156 -1.860
H -0.169 -2.040 0.040
H -0.102 -1.165 1.730
H -2.722 -0.442 1.175
H -3.761 -0.211 -0.218
H -2.979 1.193 0.567
H -1.731 -1.050 -0.830
H 2.075 -0.192 1.361
H 3.327 0.785 1.121
H -0.483 0.938 0.732